{"formula": "C2H8N3S", "method": "wB97M-V/def2-TZVPD", "lumo_energy_ha": [-0.136, -0.315], "orbital_gap_ev": [9.4470, 4.5098], "spin_multiplicity": 3, "total_charge": 1, "s_squared": 2.0079, "e_above_lowest_kj_mol": 298.9, "symbols": ["C", "C", "N", "N", "N", "S", "H", "H", "H", "H", "H", "H", "H", "H"], "xyz": [[1.9582, 0.5438, -0.0295], [-1.6557, -1.5303, -0.7415], [-0.4707, 0.2654, 0.5753], [-0.5966, 1.1670, 1.5103], [2.0562, 0.0549, -1.1267], [-1.5703, 0.1964, -0.5706], [2.2696, 1.5501, 0.2469], [2.0794, -0.2414, 0.7153], [-2.6606, -1.8747, -0.7032], [-1.1937, -2.0233, 0.1337], [-1.1115, 2.0069, 1.1934], [0.1091, 1.1650, 2.3491], [2.0198, 0.6779, -1.9377], [-1.2334, -1.9578, -1.6146]], "nbo_charge": [-0.084, -0.852, -0.421, -0.454, -0.575, 0.981, 0.163, 0.167, 0.282, 0.291, 0.406, 0.453, 0.342, 0.302]}


{"formula": "C3H2Cl2", "method": "wB97M-V/def2-TZVPD", "lumo_energy_ha": [-0.020, -0.020], "orbital_gap_ev": [7.6479, 7.6498], "e_above_lowest_kj_mol": 515.4, "symbols": ["C", "C", "C", "Cl", "Cl", "H", "H"], "xyz": [[-0.4470, -0.7694, 0.8690], [0.6530, -0.0620, -0.7205], [-0.5451, 0.5393, 0.2067], [-0.1024, -1.7339, -0.6669], [2.2424, -0.2506, -0.0537], [-1.4605, 0.7765, -0.5283], [-0.3404, 1.5001, 0.8936]], "nbo_charge": [0.027, -0.199, -0.605, 0.277, -0.001, 0.240, 0.261]}


{"formula": "C42H117N9O12", "method": "wB97M-V/def2-TZVPD", "lumo_energy_ha": 0.020, "orbital_gap_ev": 9.2852, "e_above_lowest_kj_mol": 92.9, "symbols": ["C", "O", "C", "C", "C", "N", "H", "H", "H", "H", "H", "H", "H", "H", "H", "H", "H", "C", "O", "C", "C", "C", "N", "H", "H", "H", "H", "H", "H", "H", "H", "H", "H", "H", "C", "O", "C", "C", "C", "N", "H", "H", "H", "H", "H", "H", "H", "H", "H", "H", "H", "C", "O", "C", "C", "C", "N", "H", "H", "H", "H", "H", "H", "H", "H", "H", "H", "H", "C", "O", "C", "C", "C", "N", "H", "H", "H", "H", "H", "H", "H", "H", "H", "H", "H", "C", "O", "C", "C", "C", "N", "H", "H", "H", "H", "H", "H", "H", "H", "H", "H", "H", "C", "O", "C", "C", "C", "N", "H", "H", "H", "H", "H", "H", "H", "H", "H", "H", "H", "C", "O", "C", "C", "C", "N", "H", "H", "H", "H", "H", "H", "H", "H", "H", "H", "H", "C", "O", "C", "C", "C", "N", "H", "H", "H", "H", "H", "H", "H", "H", "H", "H", "H", "C", "C", "O", "H", "H", "H", "H", "H", "H", "C", "C", "O", "H", "H", "H", "H", "H", "H", "C", "C", "O", "H", "H", "H", "H", "H", "H"], "xyz": [[4.2589, -1.1654, 2.7514], [4.9692, -0.2289, 2.0013], [4.2803, 1.0245, 1.9401], [5.1716, 2.0439, 1.3214], [6.3506, 2.3850, 2.2156], [4.3390, 3.2185, 1.0799], [3.9187, -0.8523, 3.7466], [4.8744, -2.0370, 2.8741], [3.3475, -1.4913, 2.2116], [3.2970, 0.9715, 1.4476], [4.0691, 1.3162, 2.9827], [5.5847, 1.6659, 0.3803], [6.9827, 1.5167, 2.3670], [5.8955, 2.6819, 3.1572], [6.9540, 3.2102, 1.8157], [3.5012, 2.9282, 0.5830], [4.8069, 3.9284, 0.5321], [1.0604, -2.6920, -4.2785], [0.2391, -3.2988, -3.2971], [0.3537, -4.6696, -3.3767], [-0.8174, -5.3077, -2.5796], [-0.6896, -4.8482, -1.1542], [-0.8191, -6.7851, -2.6133], [0.9491, -1.6096, -4.1866], [0.7030, -2.9591, -5.2827], [2.1258, -2.8752, -4.1547], [0.3575, -5.0196, -4.4211], [1.2662, -5.0733, -2.9411], [-1.7142, -4.9955, -3.1121], [-0.6642, -3.7671, -1.0515], [0.2250, -5.1948, -0.6688], [-1.5505, -5.1750, -0.5673], [-0.8920, -7.0546, -3.5859], [0.1384, -6.9635, -2.3515], [7.7889, 2.2454, -3.8374], [6.4452, 2.0239, -3.9679], [5.9583, 1.3063, -2.8544], [4.4759, 1.0535, -2.9911], [3.7734, 2.3942, -2.8497], [3.9695, 0.1344, -1.9187], [8.3727, 1.3355, -3.7008], [8.0293, 2.9237, -3.0259], [8.1789, 2.7480, -4.7143], [6.5097, 0.3657, -2.7669], [6.1890, 1.8571, -1.9292], [4.2704, 0.6548, -3.9912], [4.1783, 3.1362, -3.5491], [3.8440, 2.7021, -1.8107], [2.7174, 2.3562, -3.1241], [4.6162, -0.6431, -1.8447], [3.9645, 0.6078, -1.0347], [-0.9576, -1.7484, 3.4493], [-0.1086, -0.7679, 3.9731], [-0.3574, 0.4503, 3.3601], [0.5692, 1.4527, 3.9023], [0.1309, 1.7775, 5.3174], [0.5559, 2.5592, 2.9376], [-0.8243, -1.7953, 2.3673], [-2.0037, -1.5746, 3.7514], [-0.5913, -2.6798, 3.8423], [-0.2337, 0.2990, 2.2815], [-1.3857, 0.7295, 3.5594], [1.5925, 1.0615, 3.9278], [0.7476, 2.5365, 5.8223], [0.0344, 0.8694, 5.9111], [-0.8810, 2.1734, 5.2944], [1.0542, 3.3911, 3.1959], [0.9169, 2.2598, 2.0435], [-2.6858, 2.8589, -2.5813], [-1.4650, 3.0078, -3.2771], [-1.4185, 1.9867, -4.2282], [-0.1531, 2.1277, -5.0145], [-0.0560, 3.5390, -5.6491], [-0.0087, 0.9098, -5.7510], [-2.7036, 1.8839, -2.0867], [-3.6025, 3.0232, -3.1593], [-2.6897, 3.5330, -1.7286], [-1.4064, 0.9818, -3.7769], [-2.2689, 2.0668, -4.9140], [0.6505, 2.1559, -4.2801], [0.9623, 3.7758, -5.9508], [-0.2864, 4.2453, -4.8545], [-0.8042, 3.6244, -6.4509], [0.9065, 0.8123, -6.1853], [-0.7369, 0.7321, -6.4264], [-2.5410, -1.5476, 6.7815], [-3.6399, -0.8096, 6.3121], [-3.3437, 0.5568, 6.1911], [-4.5211, 1.2722, 5.6199], [-4.8907, 0.7329, 4.2676], [-4.1535, 2.7623, 5.7496], [-2.4163, -1.2247, 7.8221], [-1.6215, -1.3681, 6.2127], [-2.8639, -2.5798, 6.7447], [-3.0805, 1.0139, 7.1485], [-2.5157, 0.6885, 5.5008], [-5.3448, 1.1574, 6.3211], [-4.1660, 1.0462, 3.5076], [-5.8603, 1.0550, 3.9230], [-4.9313, -0.3589, 4.3337], [-3.5004, 2.8907, 4.9909], [-4.9708, 3.2824, 5.4373], [4.7446, -3.3676, -1.8356], [5.7418, -2.3931, -1.7438], [6.3059, -2.3880, -0.4341], [7.1499, -1.1899, -0.2958], [8.3132, -1.2769, -1.3219], [7.6423, -1.2052, 1.0723], [4.2552, -3.3880, -2.8057], [3.9241, -3.1511, -1.1469], [5.2050, -4.3438, -1.7315], [5.5083, -2.3652, 0.3115], [6.8937, -3.2911, -0.2621], [6.5657, -0.2953, -0.5818], [8.9568, -0.3831, -1.3016], [7.9309, -1.4728, -2.3265], [8.9816, -2.0909, -1.0159], [8.5396, -0.7507, 1.1695], [6.9900, -0.7494, 1.6802], [-5.6177, 1.1288, -1.3512], [-5.8797, 2.4484, -0.8982], [-7.0095, 2.5195, -0.0451], [-8.3518, 2.3937, -0.7124], [-8.3267, 3.2024, -2.0310], [-9.2676, 2.8067, 0.3565], [-5.5134, 1.2342, -2.4354], [-6.4571, 0.4910, -1.0532], [-4.6846, 0.6737, -1.0101], [-6.9168, 1.8053, 0.7710], [-6.9048, 3.4817, 0.4650], [-8.5574, 1.3575, -0.9699], [-9.3252, 3.1861, -2.4741], [-7.5464, 2.8662, -2.7099], [-8.1131, 4.2727, -1.8383], [-9.2324, 3.8020, 0.4945], [-10.2118, 2.5535, 0.1117], [-2.7976, -1.1710, 0.6643], [-1.4733, -1.5155, 0.1810], [-0.9136, -0.3649, -0.4600], [0.4669, -0.7015, -0.9857], [1.2796, -1.0581, 0.2465], [0.9284, 0.4902, -1.6925], [-3.1508, -2.0230, 1.2323], [-3.4371, -0.8198, -0.1340], [-2.7974, -0.3578, 1.3970], [-1.5988, -0.0720, -1.2662], [-0.8378, 0.4633, 0.2598], [0.3768, -1.6000, -1.6040], [0.8728, -1.8757, 0.8596], [1.3617, -0.1663, 0.8871], [2.2684, -1.3858, -0.0868], [0.3189, 0.8435, -2.4211], [1.8928, 0.4076, -2.0387], [-5.5602, -3.5306, 4.6615], [-4.1171, -3.7056, 4.3474], [-3.5417, -4.6638, 5.2466], [-5.9512, -2.7170, 4.0663], [-5.6226, -3.2475, 5.7102], [-6.0417, -4.4944, 4.5102], [-3.5411, -2.7968, 4.3266], [-3.9350, -4.0592, 3.3254], [-2.5827, -4.5836, 5.2022], [-3.4857, -2.5175, -2.8774], [-4.4007, -3.4445, -2.1782], [-5.7566, -3.0734, -2.5796], [-3.8650, -1.4988, -2.7473], [-3.3755, -2.8294, -3.9138], [-2.4838, -2.5809, -2.4741], [-4.3783, -3.3095, -1.1016], [-4.2647, -4.4939, -2.4135], [-6.3879, -3.7637, -2.3438], [1.2061, 4.7441, -1.0138], [0.6141, 3.6635, -0.1702], [1.4715, 2.5181, 0.0892], [0.4303, 5.4811, -1.2612], [1.5042, 4.3302, -1.9803], [2.0076, 5.3674, -0.6211], [-0.3237, 3.3521, -0.6365], [0.3476, 4.0553, 0.8061], [1.2561, 1.7267, -0.4787]], "mulliken_charge": [-0.899, -0.220, -0.122, 2.050, -1.553, -0.424, 0.332, 0.420, 0.127, -0.624, 0.659, -1.062, 0.184, 0.380, 0.459, -0.317, 0.369, -0.662, 0.053, -0.986, 0.693, -1.284, -0.731, -0.025, 0.398, 0.229, 0.377, 0.267, 0.067, 0.098, 0.394, 0.354, 0.339, 0.349, -0.704, -0.460, -0.120, 0.565, -0.577, 0.416, 0.265, 0.308, 0.322, 0.120, 0.140, 0.356, 0.608, 0.187, -0.778, -0.227, -0.400, 0.877, -0.444, 1.024, 1.236, -1.270, -0.465, -0.507, -0.506, 0.374, -0.889, -0.460, -0.269, 0.433, 0.239, 0.270, 0.330, -0.077, -0.810, -0.280, -0.794, 2.479, -1.715, -0.416, 0.034, 0.466, 0.416, 0.020, 0.670, -1.565, 0.378, 0.360, 0.387, 0.245, 0.208, -0.669, -0.296, 0.405, 0.247, -0.899, -0.767, 0.372, 0.181, 0.221, 0.459, -0.871, 0.422, 0.102, 0.542, 0.016, 0.238, 0.280, -0.824, -0.463, -0.928, 2.503, -1.710, -0.781, 0.158, 0.245, 0.436, 0.121, 0.426, -1.058, 0.401, 0.327, 0.456, 0.300, 0.228, -0.253, -0.328, -0.886, 0.462, -1.271, -0.633, 0.210, 0.487, -0.315, 0.370, 0.460, 0.322, 0.373, 0.284, 0.258, 0.238, 0.253, -0.446, 0.214, -0.758, 1.441, 0.080, 1.576, 0.272, -0.274, 0.267, 0.220, 0.056, -0.845, 0.437, -0.576, -0.439, -0.916, -0.311, -1.295, 0.949, -0.603, 0.319, 0.246, 0.378, -0.652, 0.355, 0.320, -0.464, -0.246, -0.565, 0.121, 0.530, -0.126, 0.126, 0.383, 0.299, -1.400, 0.004, 1.229, 0.457, 0.086, 0.338, -0.036, 0.511, -0.800]}


{"formula": "C5H5GaO", "method": "wB97M-V/def2-TZVPD", "lumo_energy_ha": [-0.435, -0.411], "orbital_gap_ev": [7.2201, 7.7226], "total_charge": 2, "e_above_lowest_kj_mol": 0.0, "symbols": ["C", "C", "H", "H", "H", "H", "C", "C", "H", "C", "O", "Ga"], "xyz": [[0.5559, 2.0872, -0.4108], [0.2398, 0.9541, -1.0707], [0.0148, 2.4372, 0.4724], [1.3570, 2.7403, -0.7701], [0.7722, 0.6567, -1.9794], [-0.6121, 0.3232, -0.8063], [-2.1518, -2.5576, 0.6415], [-0.8815, -2.1886, 0.9175], [-2.8684, -1.8007, 1.0169], [0.2909, -1.7599, 0.7656], [1.4050, -1.2168, 0.7448], [1.8784, 0.3249, 0.4787]], "mulliken_charge": [-0.572, -0.597, 0.379, 0.404, 0.394, 0.448, -0.103, 0.051, 0.327, 0.736, -0.081, 0.613]}


{"formula": "C15H11Cl36FN3O2", "method": "wB97M-V/def2-TZVPD", "lumo_energy_ha": -0.111, "orbital_gap_ev": 9.4146, "total_charge": 1, "symbols": ["N", "C", "C", "O", "N", "C", "O", "F", "C", "C", "N", "C", "H", "H", "H", "H", "H", "H", "H", "H", "H", "H", "H", "C", "Cl", "Cl", "Cl", "Cl", "C", "Cl", "Cl", "Cl", "Cl", "C", "Cl", "Cl", "Cl", "Cl", "C", "Cl", "Cl", "Cl", "Cl", "C", "Cl", "Cl", "Cl", "Cl", "C", "Cl", "Cl", "Cl", "Cl", "C", "Cl", "Cl", "Cl", "Cl", "C", "Cl", "Cl", "Cl", "Cl", "C", "Cl", "Cl", "Cl", "Cl"], "xyz": [[-0.3637, 3.7451, -0.8161], [-0.7947, 2.8385, -1.8881], [0.3287, 2.7852, -2.9574], [0.0742, 2.8127, -4.1229], [1.6789, 2.7212, -2.5208], [2.1817, 1.5557, -1.9426], [2.7432, 0.7045, -2.5306], [1.9910, 1.3765, -0.6260], [-2.1932, 3.3192, -2.4225], [-2.6941, 2.0322, -3.0662], [-2.5814, 1.0928, -1.8808], [-1.1979, 1.3963, -1.3795], [0.3276, 4.3938, -1.1759], [-1.1383, 4.3336, -0.5315], [2.2756, 3.5287, -2.6049], [-2.0466, 4.2003, -3.0527], [-2.8367, 3.6052, -1.5781], [-3.6303, 2.0149, -3.6313], [-1.9545, 1.6023, -3.7569], [-3.3355, 1.1554, -1.1943], [-2.7116, 0.1759, -2.3199], [-1.0291, 1.1887, -0.3165], [-0.5819, 0.6210, -1.8656], [-5.9813, -1.0994, -3.1934], [-4.2278, -1.3571, -3.3740], [-6.6064, -0.3036, -4.6355], [-6.7755, -2.6551, -2.9745], [-6.2699, -0.0766, -1.7724], [0.7113, -1.1687, 2.2780], [2.1459, -0.7238, 3.2018], [1.1197, -2.3714, 1.0448], [-0.4962, -1.8427, 3.3791], [0.0538, 0.2769, 1.4805], [-3.8875, -0.7446, 5.8144], [-5.2304, -1.3926, 6.7599], [-2.7261, -2.0358, 5.4749], [-4.5033, -0.0892, 4.2853], [-3.0863, 0.5408, 6.7246], [5.7975, 1.6225, 3.2859], [4.4297, 1.3304, 2.1962], [6.2387, 3.3352, 3.2340], [5.3318, 1.1814, 4.9328], [7.1794, 0.6410, 2.7856], [0.7238, -4.5732, 7.0638], [2.4757, -4.7360, 6.8975], [0.0752, -3.7499, 5.6334], [-0.0101, -6.1755, 7.2062], [0.3508, -3.6203, 8.5057], [-9.7497, -1.6701, -7.3409], [-8.7980, -1.9730, -5.8760], [-11.4628, -1.5692, -6.9207], [-9.2271, -0.1420, -8.0663], [-9.4967, -2.9871, -8.4912], [7.6430, 0.5274, 8.0386], [8.4813, 0.2013, 9.5595], [5.8953, 0.5637, 8.3252], [8.1660, 2.0908, 7.3971], [8.0204, -0.7458, 6.8695], [2.4292, -4.2243, -2.8018], [0.9272, -4.7596, -3.5745], [2.6540, -2.5014, -3.1372], [2.3111, -4.5413, -1.0600], [3.7871, -5.1349, -3.4685], [5.8173, 0.6896, -3.4993], [7.5537, 0.6972, -3.8293], [4.9380, 1.1522, -4.9653], [5.3125, -0.9317, -3.0003], [5.4539, 1.8458, -2.2120]], "nbo_charge": [-0.804, 0.011, 0.703, -0.467, -0.793, 0.968, -0.479, -0.317, -0.418, -0.234, -0.522, -0.260, 0.374, 0.369, 0.451, 0.266, 0.218, 0.258, 0.236, 0.441, 0.456, 0.274, 0.231, -0.226, 0.009, 0.099, 0.102, 0.042, -0.217, 0.086, 0.059, 0.066, 0.009, -0.222, 0.073, 0.056, 0.033, 0.066, -0.224, 0.040, 0.057, 0.060, 0.065, -0.223, 0.063, 0.034, 0.062, 0.061, -0.224, 0.033, 0.069, 0.051, 0.068, -0.225, 0.067, 0.048, 0.058, 0.056, -0.224, 0.045, 0.062, 0.053, 0.072, -0.221, 0.073, 0.053, 0.067, 0.031]}


{"formula": "CH4NOP", "method": "wB97M-V/def2-TZVPD", "lumo_energy_ha": [-0.066, -0.059], "orbital_gap_ev": [7.4488, 7.6626], "e_above_lowest_kj_mol": 498.6, "symbols": ["C", "N", "O", "P", "H", "H", "H", "H"], "xyz": [[-1.1491, -0.2262, -0.1850], [0.1273, -0.5185, 0.0701], [-1.4553, 0.9141, -0.0492], [1.3988, 0.4969, 0.0030], [-1.7965, -1.1230, -0.4002], [0.7804, -2.1905, -0.1216], [0.6719, 1.6903, -0.4901], [1.4226, 0.9569, 1.1730]], "nbo_charge": [0.499, -0.840, -0.561, 0.560, 0.127, 0.304, -0.005, -0.084]}


Number 1: electronic energy -642.9744 Ha. Number 2: electronic energy -1035.6221 Ha. Number 3: electronic energy -3065.8917 Ha. Number 4: electronic energy -2192.5536 Ha. Number 5: electronic energy -17559.3028 Ha. Number 6: electronic energy -511.6743 Ha.